Entry a
The molecule C5H7FO, computed with the ωB97M-V functional and the def2-TZVPD basis.

Geometry as ORCA input:
```
! wB97M-V def2-TZVPD RIJCOSX def2/J DEFGRID3
* xyz 0 1
O -0.6998 1.6640 -0.2652
H 1.2802 1.5194 -0.3654
H -2.4875 -0.4147 -1.1803
F -0.6567 -0.3228 1.6790
H 2.5161 -0.3511 1.3007
C -0.3847 0.6325 -1.2623
C 1.5896 -0.4365 1.6480
C -1.3127 -0.5387 -1.0041
H -1.0209 -1.2401 -1.7795
C 0.5438 0.0491 1.0764
H 0.0705 0.9558 -2.1567
H 1.3918 -1.3614 2.3521
C 0.4836 0.9166 -0.0507
H -1.3133 -1.0722 0.0079
*
```

The value obtained for the LUMO energy is 0.966 eV. As for the structure (SMILES): C=C(F)[C@@H]1O[C@@H]1C. Its gap between HOMO and LUMO is 10.5 eV.

Entry b
The molecule C5H7FO, computed with the ωB97M-V functional and the def2-TZVPD basis.

Geometry as ORCA input:
```
! wB97M-V def2-TZVPD RIJCOSX def2/J DEFGRID3
* xyz 0 1
H 0.0551 -2.4496 0.3175
H 1.4274 0.3367 1.0879
H -0.2270 1.5886 -0.8075
C 0.7169 -0.3238 0.5286
H -2.3043 2.8372 -0.2834
F 2.5009 -0.7275 -1.1151
H 1.8129 -2.2295 0.8854
O -0.6309 0.0123 0.4506
C -0.9770 1.2067 -0.0959
C 1.1788 -0.9377 -0.7860
C 0.9226 -1.7976 0.4098
H 0.4784 -0.9284 -1.6224
H -2.8355 1.5747 0.9087
C -2.1183 1.8378 0.1219
*
```

The value obtained for the LUMO energy is 1.176 eV. As for the structure (SMILES): C=CO[C@H]1C[C@@H]1F. Its gap between HOMO and LUMO is 10.3 eV.

Energies relative to the minimum, kcal/mol: entry a 22.3; entry b 0.0

Entry a
The molecule CH3Cl2P, computed with the ωB97M-V functional and the def2-TZVPD basis.

Geometry as ORCA input:
```
! wB97M-V def2-TZVPD RIJCOSX def2/J DEFGRID3
* xyz 0 1
H -0.4749 1.3538 0.6011
C -0.4686 0.4231 0.1416
P 0.8536 -0.7588 0.5567
Cl -2.0292 -0.2841 0.6594
Cl 2.4540 0.3072 -0.6804
H 0.3699 -1.8111 -0.4160
H -0.7049 0.7700 -0.8624
*
```

The value obtained for the LUMO energy is -0.376 eV. As for the structure (SMILES): ClCPCl. Its gap between HOMO and LUMO is 9.9 eV.

Entry b
A structure of composition CH3Cl2P, computed with the ωB97M-V functional and the def2-TZVPD basis.

Geometry as ORCA input:
```
! wB97M-V def2-TZVPD RIJCOSX def2/J DEFGRID3
* xyz 0 1
H 2.0556 -0.7543 0.4421
P -3.0854 -0.3126 0.7783
H 1.6683 0.8842 0.3882
Cl -0.3728 -0.5890 0.1659
C 1.4000 -0.0899 -0.0514
Cl -3.1088 1.0314 -0.6094
H 1.4431 -0.1697 -1.1135
*
```

The value obtained for the LUMO energy (alpha / beta) is -1.003 / -0.880 eV. Its gap between HOMO and LUMO (alpha / beta) is 6.8 / 6.8 eV.

Energies relative to the minimum, kcal/mol: entry a 0.0; entry b 44.2

Entry a
A structure of composition C7H8N, computed with the ωB97M-V functional and the def2-TZVPD basis.

Geometry as ORCA input:
```
! wB97M-V def2-TZVPD RIJCOSX def2/J DEFGRID3
* xyz 1 1
C -0.3839 0.6198 1.1267
C 0.5467 -0.6116 -0.3976
H -1.3964 0.8531 -1.7126
H 3.1946 0.6619 -0.1369
H -2.6049 0.6751 -0.5025
H -1.0025 1.5388 1.1085
C 1.8117 -1.1774 0.1553
C 0.9633 0.8303 0.4012
H 2.0632 -2.1499 0.6400
H -0.3393 0.3828 2.2089
C 2.2370 0.2548 -0.0296
H -2.1424 -0.9151 -1.5646
C -0.8484 -0.4457 0.0394
N 1.0844 0.6277 -0.9830
H -1.3855 -1.2018 0.6444
C -1.7979 0.0571 -0.9976
*
```

The value obtained for the LUMO energy is -5.568 eV. Its gap between HOMO and LUMO is 9.4 eV.

Entry b
A cluster of 2 separate species, C7H8N in total, computed with the ωB97M-V functional and the def2-TZVPD basis.

Geometry as ORCA input:
```
! wB97M-V def2-TZVPD RIJCOSX def2/J DEFGRID3
* xyz 1 1
N -1.6963 1.6874 1.1274
C 0.4854 0.6235 -1.4273
C -0.6586 -0.5059 0.5946
H 2.2178 1.3841 -0.4862
H 2.0341 -2.3033 0.5399
C 0.4343 -1.8682 -0.7786
H -2.5826 1.6048 0.6315
C 1.2788 -1.6006 0.2443
H -1.3407 2.6493 1.1046
H -1.0933 -1.1926 1.2246
C -0.2624 -0.5098 -0.8420
H 0.3044 -2.7897 -1.4968
C 0.8009 -0.2220 0.4880
H -1.6336 1.2630 2.0132
H 0.3520 1.0106 -2.4980
C 1.3597 0.7694 -0.4392
*
```

The value obtained for the LUMO energy (alpha / beta) is -5.336 / -5.336 eV. Its gap between HOMO and LUMO (alpha / beta) is 8.0 / 8.0 eV.

Energies relative to the minimum, kcal/mol: entry a 0.0; entry b 21.5

Entry a
A cluster of 2 separate species, C3H10O2 in total, computed with the ωB97M-V functional and the def2-TZVPD basis.

Geometry as ORCA input:
```
! wB97M-V def2-TZVPD RIJCOSX def2/J DEFGRID3
* xyz 0 1
H -1.0921 0.2949 -0.3016
C 0.9585 1.9514 0.5772
O -2.8870 -3.7336 1.2378
H -2.6344 -3.8227 2.1568
C 0.4694 1.3169 -0.6974
H 0.9140 -0.1689 -2.0953
H 1.9678 2.3619 0.5450
C 1.1835 0.0601 -1.0642
H 0.7851 -0.7377 -0.4374
H 0.2528 2.6635 1.0051
H 0.8807 1.1354 1.2957
H 2.2676 0.0547 -0.9509
H -2.7585 -4.6069 0.8678
O -0.9348 1.1720 -0.6587
H 0.6274 2.0590 -1.4799
*
```

The value obtained for the LUMO energy is 0.820 eV. As for the structure (SMILES): CC(C)O.O. Its gap between HOMO and LUMO is 11.0 eV.

Entry b
A cluster of 2 separate species, C3H10O2 in total, computed with the ωB97M-V functional and the def2-TZVPD basis.

Geometry as ORCA input:
```
! wB97M-V def2-TZVPD RIJCOSX def2/J DEFGRID3
* xyz 0 1
H 1.8800 -2.1607 0.4293
O 1.3383 -1.7453 1.0880
O -2.4782 1.6075 -2.7866
H 2.3109 -0.1496 0.2924
H 2.1496 -0.8056 3.2662
H -4.3661 0.7887 -3.1659
H -2.0003 1.7931 -1.9828
H 2.6166 0.7953 2.8071
C -3.4539 0.6303 -2.5684
C 1.7508 -0.3778 1.2010
C 2.6138 -0.2473 2.4537
H 3.6768 -0.4487 2.3655
H -3.7849 0.3002 -1.5871
H -3.1698 -0.2805 -3.1357
H 0.9165 0.3003 1.3232
*
```

The value obtained for the LUMO energy is 0.645 eV. As for the structure (SMILES): CCO.CO. Its gap between HOMO and LUMO is 10.8 eV.

Energies relative to the minimum, kcal/mol: entry a 0.0; entry b 23.1

Entry a
A cluster of 2 separate species, C2H7N2O in total, computed with the ωB97M-V functional and the def2-TZVPD basis.

Geometry as ORCA input:
```
! wB97M-V def2-TZVPD RIJCOSX def2/J DEFGRID3
* xyz 1 3
O -0.7290 2.0910 -0.8980
H -2.5714 0.4125 -0.2725
C -1.5535 0.1030 -0.0212
H 1.6700 -0.7892 -0.3043
H -2.2020 -1.6188 0.8287
C 1.7099 0.1864 0.1403
H 1.5949 0.3116 1.2024
H -0.4928 -1.3567 0.9035
N -0.5849 0.8627 -0.3798
H 2.1376 1.0008 -0.4150
N -1.4030 -1.0535 0.5885
H -0.4260 2.1073 -1.8248
*
```

The value obtained for the LUMO energy (alpha / beta) is -3.883 / -8.319 eV. The expectation value of S² is 2.01. Its gap between HOMO and LUMO (alpha / beta) is 8.3 / 7.5 eV.

Entry b
A cluster of 2 separate species, C2H7N2O in total, computed with the ωB97M-V functional and the def2-TZVPD basis.

Geometry as ORCA input:
```
! wB97M-V def2-TZVPD RIJCOSX def2/J DEFGRID3
* xyz 1 3
N 0.6468 -1.7089 0.0301
H 0.1636 2.4360 1.1910
C -0.7352 0.8620 0.0147
H 1.0276 -2.6886 0.2157
H 1.3009 -1.3477 -0.6020
N -1.3316 -0.0945 -0.1675
O -1.8694 -1.1500 -0.4575
H -0.3702 2.9913 -0.5109
H 0.3552 -1.3152 0.9226
C 0.0042 2.1103 0.1519
H 0.9702 1.7492 -0.1261
H -0.1621 -1.8439 -0.6618
*
```

The value obtained for the LUMO energy (alpha / beta) is -4.013 / -7.269 eV. The expectation value of S² is 2.01. Its gap between HOMO and LUMO (alpha / beta) is 5.0 / 7.8 eV.

Energies relative to the minimum, kcal/mol: entry a 0.0; entry b 56.3

Entry a
A cluster of 2 separate species, C4H5N2 in total, computed with the ωB97M-V functional and the def2-TZVPD basis.

Geometry as ORCA input:
```
! wB97M-V def2-TZVPD RIJCOSX def2/J DEFGRID3
* xyz 1 1
H 1.8373 -1.8298 0.1188
C 1.3475 0.0336 -0.2068
H 1.1909 2.3571 -0.7355
N -2.0793 -0.5164 -0.6709
N 2.2180 -0.8234 0.1745
C -2.6640 -0.1341 0.3384
C 0.0021 0.3242 -0.5378
C 0.9512 1.3313 -0.4929
H 3.1714 -0.8237 0.4258
H -2.1848 0.3313 1.0694
H -3.7904 -0.2500 0.5169
*
```

The value obtained for the LUMO energy (alpha / beta) is -6.129 / -5.931 eV. Its gap between HOMO and LUMO (alpha / beta) is 8.5 / 8.8 eV.

Entry b
A structure of composition C4H5N2, computed with the ωB97M-V functional and the def2-TZVPD basis.

Geometry as ORCA input:
```
! wB97M-V def2-TZVPD RIJCOSX def2/J DEFGRID3
* xyz 1 1
H 1.0002 -2.1101 -0.5737
H -0.1235 -2.4732 0.7767
H -0.9901 2.1089 0.6951
C -0.9670 0.0035 0.0126
N -0.8974 -1.0877 -0.6720
H 1.8384 1.3311 -0.0865
C 0.3357 -0.3134 0.5862
C 0.2082 -1.7166 0.0655
C -0.5663 1.4482 -0.0621
N 0.7680 0.9050 0.3113
H -0.6062 1.9044 -1.0531
*
```

The value obtained for the LUMO energy is -5.525 eV. Its gap between HOMO and LUMO is 10.0 eV.

Entry c
The ion C4H5N2 with charge +1, computed with the ωB97M-V functional and the def2-TZVPD basis.

Geometry as ORCA input:
```
! wB97M-V def2-TZVPD RIJCOSX def2/J DEFGRID3
* xyz 1 1
C -2.3929 1.3958 -0.0954
H 1.4599 -2.3734 0.6070
C 0.0233 -0.0729 -0.0261
N 0.9501 -0.7461 -0.3431
H -0.9543 2.9576 0.8908
H 2.0177 -2.1688 -1.0498
H -3.3538 1.1073 -0.5161
C 1.8934 -1.6837 -0.0908
H 2.7091 -1.1323 0.1208
N -0.9707 0.7105 0.1016
C -1.3819 2.0060 0.4009
*
```

The value obtained for the LUMO energy is -4.140 eV. As for the structure (SMILES): C[N+]#CN1C=C1. Its gap between HOMO and LUMO is 9.7 eV.

Energies relative to the minimum, kcal/mol: entry a 15.6; entry b 7.2; entry c 0.0